Entry from the Open Molecules 2025 dataset: a 2-piece molecular cluster, C2H9N3O overall in a non-equilibrium geometry (the ωB97M-V functional and the def2-TZVPD basis).

Each line ends with the Löwdin charge.
Geometry (Å):
N (1.889, -1.998, 1.420)  0.12
C (0.811, -1.291, 0.999)  -0.42
O (0.340, -0.409, 1.679)  0.00
H (2.229, -2.772, 0.881)  0.09
H (2.265, -1.740, 2.312)  0.10
H (0.426, -1.561, 0.003)  0.12
N (-0.899, 0.597, -2.372)  -0.01
C (-1.572, 1.088, -1.168)  -0.35
N (-0.712, 1.863, -0.255)  -0.01
H (-0.503, 1.405, -2.843)  0.06
H (-0.153, -0.005, -2.065)  0.03
H (-2.436, 1.697, -1.431)  0.10
H (-1.913, 0.294, -0.506)  0.10
H (-0.048, 1.375, 0.319)  0.02
H (-0.218, 2.614, -0.722)  0.05

Results
Calculated total energy: -8737.7472 eV
ΔE to the lowest compared entry with this formula, charge and spin: 66.8 kJ/mol
SMILES: NC=O.NCN
Net charge: 0
HOMO-LUMO gap: 9.28 eV

Entry from the Open Molecules 2025 dataset: C24H27F7O27S2 as an isolated structure (the ωB97M-V functional and the def2-TZVPD basis).

Each line ends with the Löwdin charge.
Geometry (Å):
O (3.524, 0.414, -1.538)  -0.34
S (2.430, 0.031, -0.686)  0.70
O (2.549, 0.027, 0.748)  -0.32
C (0.981, 0.970, -1.133)  -0.18
C (-0.149, 0.783, -0.154)  -0.31
C (-1.524, 1.121, -0.725)  -0.11
O (-2.403, 0.485, 0.236)  -0.17
S (-1.849, -0.987, 0.419)  0.59
O (-2.249, -1.836, -0.654)  -0.22
O (-2.077, -1.359, 1.773)  -0.22
O (-0.314, -0.630, 0.187)  -0.19
H (2.026, -1.200, -1.076)  0.07
H (0.690, 0.612, -2.123)  0.09
H (1.273, 2.020, -1.202)  0.13
H (0.048, 1.308, 0.778)  0.14
H (-1.657, 0.632, -1.693)  0.12
H (-1.746, 2.179, -0.822)  0.13
C (-1.636, 5.059, 3.197)  -0.03
C (-2.508, 4.259, 2.248)  -0.29
O (-1.602, 3.890, 1.230)  0.12
C (-0.334, 3.942, 1.730)  -0.54
O (0.612, 3.508, 1.161)  0.18
O (-0.336, 4.514, 2.946)  0.08
F (-3.498, 5.002, 1.687)  0.07
H (-1.646, 6.112, 2.910)  0.15
H (-1.887, 4.952, 4.246)  0.12
H (-2.952, 3.355, 2.670)  0.18
C (0.912, -4.430, -2.294)  -0.03
C (1.025, -4.589, -3.797)  -0.30
O (0.307, -3.460, -4.277)  0.14
C (0.276, -2.519, -3.306)  -0.55
O (-0.068, -1.393, -3.480)  0.16
O (0.722, -3.017, -2.144)  0.06
F (0.431, -5.713, -4.251)  0.08
H (0.020, -4.944, -1.932)  0.15
H (1.780, -4.747, -1.730)  0.12
H (2.041, -4.548, -4.192)  0.17
C (2.190, -5.460, 3.017)  -0.03
C (2.100, -4.192, 2.182)  -0.30
O (2.190, -4.703, 0.858)  0.12
C (1.835, -6.011, 0.863)  -0.56
O (1.676, -6.650, -0.130)  0.15
O (1.694, -6.461, 2.117)  0.09
F (3.135, -3.359, 2.402)  0.09
H (3.237, -5.670, 3.242)  0.14
H (1.585, -5.453, 3.917)  0.14
H (1.168, -3.632, 2.276)  0.18
C (0.830, 4.268, 8.009)  -0.04
C (0.917, 4.082, 6.502)  -0.31
O (-0.275, 4.697, 6.055)  0.10
C (-0.710, 5.577, 6.999)  -0.55
O (-1.584, 6.357, 6.822)  0.18
O (0.005, 5.429, 8.132)  0.08
F (0.905, 2.779, 6.143)  0.08
H (0.318, 3.411, 8.450)  0.15
H (1.781, 4.443, 8.499)  0.14
H (1.767, 4.570, 6.023)  0.18
C (4.456, -8.121, -0.766)  -0.05
C (5.867, -7.893, -1.279)  -0.31
O (6.287, -6.759, -0.547)  0.14
C (5.548, -6.674, 0.590)  -0.55
O (5.766, -5.943, 1.496)  0.18
O (4.528, -7.559, 0.544)  0.06
F (5.890, -7.601, -2.602)  0.07
H (3.739, -7.556, -1.363)  0.13
H (4.156, -9.162, -0.701)  0.14
H (6.565, -8.711, -1.095)  0.17
C (-1.651, 1.033, -5.366)  -0.03
C (-0.609, 1.814, -6.145)  -0.30
O (-0.396, 2.953, -5.328)  0.14
C (-0.770, 2.652, -4.061)  -0.56
O (-0.550, 3.319, -3.104)  0.17
O (-1.416, 1.476, -4.029)  0.05
F (-1.062, 2.218, -7.355)  0.08
H (-2.650, 1.343, -5.680)  0.15
H (-1.539, -0.044, -5.408)  0.13
H (0.343, 1.300, -6.283)  0.17
C (-5.566, 5.148, -0.969)  -0.05
C (-5.228, 4.913, -2.430)  -0.31
O (-6.320, 5.501, -3.101)  0.13
C (-6.907, 6.415, -2.276)  -0.55
O (-7.736, 7.189, -2.610)  0.19
O (-6.388, 6.312, -1.030)  0.07
F (-5.171, 3.593, -2.739)  0.07
H (-6.151, 4.306, -0.594)  0.15
H (-4.706, 5.329, -0.334)  0.12
H (-4.304, 5.384, -2.771)  0.17

Results
Calculated total energy: -121301.2524 eV
Net charge: 0
HOMO-LUMO gap: 11.13 eV

Entry from the Open Molecules 2025 dataset: C13H13MoN3O2 as an isolated structure in a non-equilibrium geometry (the ωB97M-V functional and the def2-TZVPD basis).

Each line ends with the Mulliken spin population.
Geometry (Å):
Mo (0.648, 0.293, 0.100)  2.03
O (0.324, 1.036, -3.609)  0.02
C (0.089, 1.106, -2.432)  -0.05
N (-0.136, 0.030, -1.595)  -0.06
C (-0.205, -1.275, -2.226)  -0.06
C (0.942, -2.064, -1.661)  0.06
C (1.440, -3.231, -2.221)  0.00
C (2.599, -3.787, -1.698)  0.02
C (3.191, -3.180, -0.592)  0.00
C (2.605, -2.057, -0.045)  0.03
N (1.501, -1.487, -0.572)  -0.02
C (0.026, 2.384, -1.636)  0.06
C (-0.091, 3.634, -2.218)  0.00
C (-0.334, 4.725, -1.390)  0.03
C (-0.453, 4.511, -0.020)  -0.01
C (-0.265, 3.236, 0.493)  0.05
N (-0.014, 2.178, -0.296)  -0.03
H (-0.147, -1.173, -3.319)  0.00
H (-1.165, -1.758, -1.984)  0.00
H (0.942, -3.668, -3.074)  0.00
H (3.053, -4.656, -2.154)  0.00
H (4.098, -3.573, -0.162)  0.00
H (3.037, -1.572, 0.829)  0.00
H (-0.012, 3.730, -3.292)  0.00
H (-0.451, 5.711, -1.813)  0.00
H (-0.695, 5.324, 0.646)  0.00
H (-0.329, 3.047, 1.561)  -0.01
C (1.117, 0.241, 3.124)  0.01
O (0.980, 0.293, 1.752)  -0.03
H (0.858, 1.214, 3.561)  0.00
H (2.156, 0.004, 3.392)  0.00
H (0.450, -0.531, 3.540)  0.00

Results
Calculated total energy: -24096.3624 eV
Multiplicity: 3
Net charge: +2
Expectation value of S²: 2.017
HOMO-LUMO gap (spin up / spin down): 8.24 / 7.68 eV

Which value of calculated total energy does entry 1 give? -8737.7472 eV

Which value of calculated total energy does entry 3 give? -24096.3624 eV

The highest net charge belongs to which entry? C13H13MoN3O2